Formula: C4H7NO2
Source: the OMol25 dataset
Level of theory: ωB97M-V/def2-TZVPD

Element x y z (Å)
O (-0.5945, -1.3031, 0.9358)
O (1.5284, 0.1550, 1.4306)
N (0.1162, 1.3006, -0.6733)
C (0.6370, -0.0685, -0.7659)
C (-0.7434, -0.6431, -0.3043)
C (1.5057, -0.4890, 0.3978)
C (-1.2052, 0.8199, -0.2002)
H (-2.0267, 1.1118, -0.8629)
H (1.0671, -0.3366, -1.7386)
H (-1.4634, 1.0885, 0.8322)
H (-0.1687, -0.6664, 1.5487)
H (2.0208, -1.4626, 0.3197)
H (0.6194, 1.8086, 0.0515)
H (-1.2926, -1.3150, -0.9711)

Properties
**ΔE to the lowest compared entry with this formula, charge and spin**: 60.86 kcal/mol
**LUMO level**: 0.025 Ha
**F_max**: 0.97 eV/A
**Spin multiplicity**: 1
**Energy**: -9844.641 eV
**Net charge**: 0
**HOMO-LUMO gap**: 10.19 eV

Atom-resolved charges from natural (NBO), all expressed in e:
1 O -0.712
2 O -0.582
3 N -0.603
4 C -0.203
5 C 0.102
6 C 0.452
7 C -0.250
8 H 0.196
9 H 0.210
10 H 0.194
11 H 0.484
12 H 0.141
13 H 0.371
14 H 0.200